i:
# C4H4N2O

A structure of composition C4H4N2O (ωB97M-V with the def2-TZVPD basis set, the OMol25 dataset).

HOMO-LUMO gap, eV: 8.99
E_HOMO, eV: -9.66

Atoms and positions in Å:
C 0.37 0.91 0.12
C -2.29 -1.06 -0.20
O -0.02 -0.29 0.24
N -1.77 0.00 0.24
N 0.08 2.09 -0.02
C 2.13 0.24 0.04
C 3.16 -0.39 -0.07
H -0.71 2.44 0.52
H -3.39 -1.14 -0.29
H -1.71 -1.95 -0.48
H 4.13 -0.83 -0.08


ii:
# C4H4N2O

An isolated molecule of C4H4N2O (ωB97M-V with the def2-TZVPD basis set, the OMol25 dataset).

HOMO-LUMO gap (spin up / spin down), eV: 7.29 / 7.28
E_HOMO (spin up / spin down), eV: -7.79 / -7.78

Atoms and positions in Å:
C -0.85 -0.59 0.66
C -0.19 -1.77 0.50
C 1.25 -0.60 -0.74
C -0.29 0.52 0.05
N 0.06 2.69 -0.65
N -0.49 1.74 -0.04
O 0.96 -1.74 -0.22
H -1.76 -0.53 1.23
H -0.46 -2.74 0.89
H 2.20 -0.54 -1.25
H -0.42 3.56 -0.43


Which structure wins on stability? ii wins.


i:
# C4H4N2O

A structure of composition C4H4N2O (ωB97M-V with the def2-TZVPD basis set, the OMol25 dataset).

HOMO-LUMO gap, eV: 9.25
E_HOMO, eV: -9.35

Atoms and positions in Å:
N 1.03 0.67 0.73
C 0.94 0.04 -0.51
C 0.42 -1.38 -0.31
N -0.79 -1.52 0.08
C -1.35 -0.25 0.32
C -0.54 0.84 0.44
O 0.95 0.61 -1.58
H 1.56 1.55 0.58
H 1.06 -2.23 -0.52
H -2.44 -0.22 0.49
H -0.83 1.87 0.27


ii:
# C4H4N2O

An isolated molecule of C4H4N2O (ωB97M-V with the def2-TZVPD basis set, the OMol25 dataset).

HOMO-LUMO gap, eV: 9.34
E_HOMO, eV: -9.00
Structure (SMILES): O=c1cc[nH]cn1

Atoms and positions in Å:
O 2.38 -0.94 0.31
C 1.20 -0.73 0.08
C 1.06 0.67 -0.17
C -0.12 1.13 0.17
N -1.21 0.28 0.01
C -1.02 -1.06 -0.08
N 0.13 -1.63 0.05
H 1.93 1.15 -0.60
H -0.31 2.10 0.52
H -2.12 0.70 -0.06
H -1.91 -1.66 -0.24


Which structure wins on stability? ii wins.


i:
# C4H4N2O

An isolated molecule of C4H4N2O (ωB97M-V with the def2-TZVPD basis set, the OMol25 dataset).

HOMO-LUMO gap, eV: 8.98
E_HOMO, eV: -9.01
Structure (SMILES): [H]/N=c1/cncco1

Atoms and positions in Å:
N -0.77 2.16 -0.56
C -0.36 1.01 -0.22
C 0.28 0.74 1.08
N 0.75 -0.40 1.43
C 0.60 -1.43 0.50
C -0.05 -1.27 -0.66
O -0.49 -0.06 -1.07
H -1.13 2.08 -1.51
H 0.36 1.59 1.75
H 1.14 -2.35 0.60
H -0.32 -2.08 -1.32


ii:
# C4H4N2O

A cluster of 2 separate species, C4H4N2O in total (ωB97M-V with the def2-TZVPD basis set, the OMol25 dataset).

HOMO-LUMO gap, eV: 10.56
E_HOMO, eV: -9.53

Atoms and positions in Å:
C 0.29 -0.46 1.17
C 0.52 -1.69 0.70
C -1.34 3.43 0.12
C -0.15 -0.42 -1.04
N 0.75 0.20 -0.02
N 1.03 -1.14 -0.59
O -0.27 3.42 -0.27
H -0.12 -0.06 2.02
H 0.47 -2.76 0.85
H 0.05 0.09 -2.06
H -1.23 -0.63 -0.88


iii:
# C4H4N2O

An isolated molecule of C4H4N2O (ωB97M-V with the def2-TZVPD basis set, the OMol25 dataset).

HOMO-LUMO gap (spin up / spin down), eV: 7.37 / 8.62
E_HOMO (spin up / spin down), eV: -8.03 / -8.29

Atoms and positions in Å:
C -2.95 0.65 0.00
C -1.33 -1.18 0.05
C 0.41 0.09 0.07
C 1.76 0.51 -0.17
N -1.80 0.17 -0.06
N -0.57 0.87 -0.14
O 0.02 -1.13 0.38
H -1.84 -1.95 0.53
H 2.42 -0.06 0.50
H 1.66 1.63 0.06
H 2.21 0.40 -1.23


iv:
# C4H4N2O

An isolated molecule of C4H4N2O (ωB97M-V with the def2-TZVPD basis set, the OMol25 dataset).

HOMO-LUMO gap, eV: 9.54
E_HOMO, eV: -9.57
Structure (SMILES): [H]/N=c1/cccno1

Atoms and positions in Å:
N 1.90 -0.05 0.40
C 1.08 0.19 -0.53
C 0.24 -0.99 -0.74
C -0.94 -0.76 -0.12
C -1.19 0.58 0.40
N -0.56 1.66 0.08
O 0.51 1.41 -0.81
H 1.90 0.70 1.07
H 0.67 -1.95 -0.99
H -1.64 -1.55 0.10
H -1.97 0.76 1.14


Which structure wins on stability? i wins.


i:
# C4H4N2O

An isolated molecule of C4H4N2O (ωB97M-V with the def2-TZVPD basis set, the OMol25 dataset).

HOMO-LUMO gap, eV: 9.56
E_HOMO, eV: -9.40
Structure (SMILES): [H]/N=C/N=C=CC=O

Atoms and positions in Å:
O -2.64 -0.91 -0.01
C -2.32 0.26 -0.02
C -1.02 0.85 0.36
C 0.19 0.68 -0.06
N 1.36 0.72 -0.43
C 2.04 -0.46 -0.11
N 1.34 -1.48 0.16
H -3.02 1.05 -0.35
H -0.88 1.96 0.34
H 3.12 -0.39 -0.22
H 1.91 -2.30 0.33


ii:
# C4H4N2O

An isolated molecule of C4H4N2O (ωB97M-V with the def2-TZVPD basis set, the OMol25 dataset).

HOMO-LUMO gap, eV: 8.95
E_HOMO, eV: -9.04
Structure (SMILES): N=C=N/C=C\C=O

Atoms and positions in Å:
C -1.05 -0.79 -0.89
C -1.75 0.48 -0.77
C 0.14 -0.98 -0.24
C 1.69 0.52 0.93
N 0.77 0.03 0.37
N 2.69 0.89 1.47
O -1.32 1.54 -0.37
H -1.72 -1.48 -1.39
H -2.85 0.28 -1.13
H 0.51 -1.93 -0.22
H 2.89 1.46 2.22


iii:
# C4H4N2O

A cluster of 2 separate species, C4H4N2O in total (ωB97M-V with the def2-TZVPD basis set, the OMol25 dataset).

HOMO-LUMO gap, eV: 9.59
E_HOMO, eV: -9.98
Structure (SMILES): O=c1c#c[nH]cn1.[H][H]

Atoms and positions in Å:
O 0.10 0.53 -2.44
C 0.18 0.26 -1.28
C -0.77 0.20 -0.21
C -0.80 -0.09 1.01
N 0.41 -0.44 1.53
C 1.46 -0.44 0.64
N 1.39 -0.13 -0.61
H -2.40 1.11 -0.95
H -2.53 0.45 -1.27
H 0.55 -0.71 2.50
H 2.43 -0.73 1.05


Which structure wins on stability? ii wins.


i:
# C2H3FS

A cluster of 2 separate species, C2H3FS in total (ωB97M-V with the def2-TZVPD basis set, the OMol25 dataset).

HOMO-LUMO gap (spin up / spin down), eV: 9.41 / 8.35
E_HOMO (spin up / spin down), eV: -9.88 / -8.44

Atoms and positions in Å:
C 0.63 -0.47 -0.63
C 0.67 1.03 -0.39
F 1.74 1.69 -0.05
S 0.28 0.73 -2.00
H 1.64 -1.06 -0.78
H -0.28 -0.98 -0.27
H -1.78 1.52 0.95


ii:
# C2H3FS

A structure of composition C2H3FS (ωB97M-V with the def2-TZVPD basis set, the OMol25 dataset).

HOMO-LUMO gap, eV: 10.35
E_HOMO, eV: -9.44

Atoms and positions in Å:
C -0.04 0.52 -0.35
C -0.95 -0.54 0.30
F -1.77 -0.30 1.35
S -1.43 -0.05 -1.23
H -0.16 1.48 0.05
H 0.89 0.33 -0.65
H -0.40 -1.76 0.51


Which structure wins on stability? ii wins.


i:
# C6H7NO2

An isolated molecule of C6H7NO2 (ωB97M-V with the def2-TZVPD basis set, the OMol25 dataset).

HOMO-LUMO gap, eV: 8.99
E_HOMO, eV: -8.24
Structure (SMILES): CC(=O)Nc1ccco1

Atoms and positions in Å:
C 0.22 -0.10 -2.33
C 1.40 0.46 -1.62
C 0.22 0.14 0.65
C -1.02 -0.37 0.56
C -1.46 -0.48 1.87
C -0.51 -0.02 2.70
H 0.37 -0.12 -3.44
H -0.79 0.44 -2.25
H -0.17 -1.35 -2.21
H 2.03 1.02 0.52
H -1.61 -0.67 -0.17
H -2.39 -0.87 2.46
H -0.51 0.13 3.67
N 1.22 0.55 -0.25
O 2.41 0.86 -2.15
O 0.58 0.38 2.00


ii:
# C6H7NO2

An isolated molecule of C6H7NO2 (ωB97M-V with the def2-TZVPD basis set, the OMol25 dataset).

HOMO-LUMO gap (spin up / spin down), eV: 8.63 / 8.63
E_HOMO (spin up / spin down), eV: -8.81 / -8.81

Atoms and positions in Å:
C -0.92 1.68 -0.13
C 0.39 1.68 0.05
C -1.68 0.35 -0.22
C 2.25 0.04 0.83
C 1.10 0.47 0.12
C -0.97 -1.96 -0.37
N -0.88 -0.66 0.14
O -2.85 0.26 -0.56
O 2.08 -0.12 -0.56
H -1.52 2.59 -0.31
H 1.00 2.60 0.12
H 3.02 0.89 1.06
H 2.17 -0.99 1.32
H -2.08 -2.12 -0.40
H -0.53 -2.09 -1.35
H -0.57 -2.62 0.26


Which structure wins on stability? i wins.


i:
# C6H7NO2

An isolated molecule of C6H7NO2 (ωB97M-V with the def2-TZVPD basis set, the OMol25 dataset).

HOMO-LUMO gap (spin up / spin down), eV: 7.60 / 7.60
E_HOMO (spin up / spin down), eV: -7.22 / -7.22

Atoms and positions in Å:
C 0.34 1.59 -0.46
C -0.26 -1.18 -0.33
C 1.09 -1.27 -0.49
C -1.07 1.36 -0.07
C -1.18 -0.14 0.39
C 1.92 -0.17 -0.02
N 1.29 0.98 0.02
O -2.61 -0.42 0.32
O 3.18 -0.24 0.39
H -0.88 -2.12 -0.70
H 1.39 -2.28 -0.89
H -1.56 1.59 -0.94
H -1.37 2.00 0.62
H -0.81 -0.09 1.37
H -2.88 0.10 -0.40
H 3.42 0.29 1.18


ii:
# C6H7NO2

An isolated molecule of C6H7NO2 (ωB97M-V with the def2-TZVPD basis set, the OMol25 dataset).

HOMO-LUMO gap, eV: 9.15
E_HOMO, eV: -8.26
Structure (SMILES): N[C@]12C=COC1=COC2

Atoms and positions in Å:
C 0.04 0.71 -0.02
C -1.31 0.68 0.77
C -1.17 -1.29 -0.31
C 0.00 -0.70 -0.47
C 2.01 -0.45 0.42
C 1.35 0.67 0.75
H 0.23 2.60 -0.66
H 0.82 1.39 -1.71
H -1.85 1.61 0.56
H -1.11 0.46 1.82
H -1.50 -2.31 -0.62
H 2.95 -0.85 0.78
H 1.74 1.40 1.47
N 0.06 1.69 -1.09
O -2.13 -0.40 0.26
O 1.24 -1.32 -0.36


Which structure wins on stability? ii wins.